C32H39BEuFNO9 | ωB97M-V/def2-TZVPD

```
84
Properties=species:S:1:pos:R:3:forces:R:3:lowdin_spin:R:1
Eu 1.436868 -0.496113 1.488521 1.312 -1.795 1.980 6.123
C 0.847468 -3.589113 2.979721 -0.198 0.301 0.315 0.000
C 1.179668 -2.891413 4.305321 0.064 -0.398 -0.281 0.000
O 1.463268 -1.532513 4.015721 -0.010 -0.030 0.126 -0.002
C 2.057168 -0.856713 5.117521 0.457 0.364 -0.061 0.000
C 2.499468 0.530987 4.626121 -0.664 -0.140 0.333 0.000
O 3.017568 0.477987 3.301321 0.217 -0.140 0.145 -0.005
C 4.409868 0.253687 3.161821 0.337 -0.468 -0.445 0.000
C 4.697168 -1.215713 2.829121 -0.161 0.485 0.215 0.000
O 3.930168 -1.510913 1.661021 -0.200 0.205 0.196 -0.005
C 3.988768 -2.863913 1.217321 -0.484 -0.377 -0.160 -0.001
C 3.040468 -3.769213 2.015121 0.343 0.379 -0.206 0.000
O 1.740668 -3.179713 1.954721 0.210 0.129 -0.161 -0.005
H -0.141632 -3.276013 2.633221 0.079 -0.128 0.089 0.000
H 0.868568 -4.675913 3.109621 -0.080 0.080 -0.028 0.000
H 2.059168 -3.358413 4.777721 -0.135 0.150 -0.048 0.000
H 0.337368 -2.980713 5.002921 0.070 0.006 -0.101 0.000
H 2.918468 -1.441913 5.480121 -0.173 0.028 -0.088 0.000
H 1.344268 -0.748813 5.946821 0.099 -0.011 -0.143 0.000
H 3.237168 0.957787 5.315221 -0.107 -0.037 -0.116 0.000
H 1.637368 1.208787 4.561521 0.384 -0.243 0.146 0.000
H 4.953868 0.562087 4.060321 -0.063 -0.016 -0.109 0.000
H 4.729468 0.867587 2.311021 0.047 -0.046 0.207 0.000
H 4.399968 -1.862813 3.664221 0.013 0.008 -0.114 0.000
H 5.767568 -1.356613 2.631021 -0.145 -0.003 -0.025 0.000
H 5.014568 -3.244413 1.272721 -0.108 0.040 -0.058 0.000
H 3.653568 -2.828613 0.174121 0.153 -0.098 0.128 -0.001
H 3.379868 -3.861613 3.053521 -0.109 0.008 -0.058 0.000
H 3.022868 -4.768213 1.561621 -0.002 0.122 0.075 0.000
C -3.372132 4.962487 0.867621 -0.050 -0.125 0.180 0.000
C -4.118732 3.782587 1.489321 -0.512 0.668 -0.237 0.000
C -5.352232 3.433987 0.659521 -0.027 -0.115 0.312 0.000
C -6.097532 2.279287 1.312221 0.018 0.143 -0.134 0.000
C -5.174932 1.102787 1.427321 -0.148 -0.069 -0.007 0.000
C -5.664732 -0.182913 1.377821 0.223 0.081 0.063 0.000
C -4.805232 -1.272213 1.512221 0.476 0.012 0.040 0.000
F -5.310832 -2.513913 1.459221 -0.008 0.185 -0.002 0.000
C -3.460232 -1.095313 1.696121 -0.313 -0.105 -0.034 0.000
C -2.936332 0.203887 1.743821 0.060 0.099 0.024 0.000
C -1.513832 0.373487 1.968421 -0.860 1.269 -0.122 0.000
O -0.744332 -0.615813 2.163721 0.421 -0.210 -0.246 -0.011
C -1.067632 1.723987 1.999521 0.433 -0.674 0.135 0.000
C -1.946832 2.753987 1.844921 -0.035 -0.136 0.037 0.000
N -3.260632 2.594587 1.623021 0.562 0.030 0.083 0.000
C -3.788132 1.323587 1.592021 -0.033 -0.870 0.030 0.000
C 0.407368 1.994187 2.322821 -1.796 1.418 1.436 -0.001
O 0.655568 2.519787 3.401121 -0.058 0.047 -0.484 -0.001
O 1.242068 1.615887 1.451721 0.542 0.212 -1.129 -0.014
H -4.093332 5.705987 0.537521 -0.059 0.016 0.032 0.000
H -2.795832 4.644187 0.002221 0.050 -0.018 -0.116 0.000
H -2.710832 5.449287 1.579121 0.087 0.074 -0.015 0.000
H -4.446532 4.061087 2.500221 -0.002 -0.064 -0.124 0.000
H -5.052832 3.151687 -0.352279 0.051 0.079 -0.052 0.000
H -5.991232 4.315087 0.594021 0.079 -0.011 -0.005 0.000
H -6.984132 2.014887 0.735721 0.016 -0.050 0.046 0.000
H -6.432532 2.575587 2.311421 -0.046 0.013 -0.034 0.000
H -6.720032 -0.359013 1.240621 -0.136 -0.009 -0.020 0.000
H -2.788132 -1.931813 1.802421 -0.015 -0.094 0.007 0.000
H -1.580232 3.763987 1.908621 -0.043 0.096 0.011 0.000
C 1.927268 0.641187 -7.521979 -0.162 -0.052 0.112 0.000
C 0.661268 0.225487 -6.759079 -0.084 0.071 -0.178 0.000
C -0.213732 1.472187 -6.599579 0.136 -0.217 -0.023 0.000
C -0.114432 -0.817213 -7.575879 0.075 0.157 0.083 0.000
C 1.036568 -0.386913 -5.415679 0.048 -0.045 -0.012 0.000
C 1.918268 -1.472513 -5.376979 -0.045 0.065 -0.057 0.000
C 2.325168 -2.075813 -4.198679 0.001 -0.009 0.416 0.000
C 1.825968 -1.555713 -3.019979 -0.619 0.749 -0.558 -0.003
O 2.072868 -1.887713 -1.724079 0.202 -0.381 0.805 -0.011
B 1.311468 -1.026013 -0.892279 0.129 -0.281 -2.206 -0.052
O 0.595568 -0.177613 -1.762379 -0.376 0.367 0.671 -0.008
C 0.922068 -0.494313 -3.042879 0.654 -0.727 -0.505 -0.002
C 0.513168 0.097787 -4.221879 0.018 -0.022 0.380 0.000
H 1.652768 1.102987 -8.467979 -0.018 0.044 -0.118 0.000
H 2.565768 -0.209613 -7.738079 0.111 -0.103 -0.028 0.000
H 2.499268 1.361787 -6.942079 0.100 0.082 0.048 0.000
H -0.431532 1.892987 -7.578279 -0.021 0.024 -0.106 0.000
H 0.299568 2.232287 -6.015179 0.007 0.129 0.087 0.000
H -1.160732 1.232887 -6.122879 -0.145 0.019 0.077 0.000
H -0.424032 -0.394413 -8.528779 -0.040 0.039 -0.143 0.000
H -1.002132 -1.136313 -7.034379 -0.115 -0.060 0.033 0.000
H 0.497068 -1.692613 -7.774379 0.056 -0.137 -0.035 0.000
H 2.311468 -1.864813 -6.301379 0.036 -0.031 -0.131 0.000
H 3.007868 -2.909813 -4.201079 0.110 -0.098 -0.007 0.000
H -0.182932 0.916987 -4.185479 -0.081 0.150 -0.031 0.000
```
Forces are in eV/Å.

As for the total charge: +1. As for the expectation value of S²: 12.057. As for the spin multiplicity: 7. The total energy comes out at -76454.9855 eV. Its HOMO-LUMO gap (spin up / spin down) is 6.8 / 7.2 eV.